[1]
C3H14N2O3 | the ωB97M-V functional and the def2-TZVPD basis

Properties
SMILES string: CC/N=C\N.O.O.O
HOMO energy (hartree): -0.3243
LUMO (eV): 0.34
Electronic energy (eV): -12458.8421
HOMO-LUMO gap (Eh): 0.337

Last column: Mulliken charge in e.
Cartesian coordinates (Å):
C (-0.69091, -1.83289, 0.00179)  -0.669
C (-1.11758, -1.04044, 1.31523)  -0.161
N (0.09041, -0.52868, 1.88149)  -0.441
C (0.45698, 0.68763, 1.81371)  0.145
N (-0.31126, 1.66729, 1.26736)  -0.448
H (-1.36457, -2.68329, -0.17122)  0.373
H (0.29300, -2.24463, 0.19100)  0.222
H (-0.47429, -1.20390, -0.84653)  -0.105
H (-1.61267, -1.81946, 1.91388)  0.355
H (-1.76709, -0.43096, 0.66434)  0.025
H (1.33245, 1.11228, 2.31870)  0.318
H (0.01441, 2.63849, 1.24009)  0.241
H (-1.16080, 1.56713, 0.71886)  0.229
O (0.19131, 2.38818, -1.66841)  -0.616
H (1.07317, 2.37674, -1.29121)  0.308
H (-0.45932, 2.31976, -0.97304)  0.297
O (0.09561, 0.18446, -2.69764)  -0.649
H (-0.77552, 0.25813, -2.30009)  0.243
H (0.17017, 0.98236, -3.22717)  0.326
O (2.25203, -1.16742, 0.00351)  -0.641
H (1.54258, -1.23123, -0.63832)  0.315
H (2.22190, -1.99958, 0.48366)  0.331

[2]
C3H14N3O2 | the ωB97M-V functional and the def2-TZVPD basis

Properties
Net charge: +1
HOMO energy (hartree): -0.5209
LUMO (eV): -3.46
Electronic energy (eV): -11895.8353
HOMO-LUMO gap (Eh): 0.394

Last column: Mulliken charge in e.
Cartesian coordinates (Å):
C (-0.71642, 1.04821, -1.28883)  -1.219
C (0.50976, 1.10917, -0.42898)  -0.367
N (-0.02717, 1.20002, 1.00947)  -0.332
C (-0.05126, 0.06444, 1.79879)  0.737
N (-0.96222, -0.06000, 2.73481)  -0.365
N (0.79994, -1.06109, 1.61548)  -0.384
H (-1.60927, 0.99749, -0.76013)  0.459
H (-0.66658, 0.31256, -2.03912)  0.327
H (-0.69328, 2.00368, -1.89153)  0.274
H (1.26627, 0.22519, -0.49850)  0.224
H (1.41253, 1.90172, -0.53780)  0.371
H (0.51076, 2.02146, 1.37126)  0.338
H (-1.59303, 0.62323, 2.84766)  0.225
H (-1.24738, -0.96315, 2.92987)  0.221
H (0.66794, -1.92520, 2.04549)  0.239
H (1.37880, -1.25699, 0.74819)  0.220
H (-1.35114, -3.23779, -0.80914)  0.302
H (-2.37630, -2.11778, -0.96095)  0.313
O (-1.53374, -2.38167, -0.50719)  -0.602
H (2.40422, 1.22943, -2.54715)  0.353
H (1.51857, -0.00808, -2.56879)  0.343
O (2.35899, 0.27515, -2.26291)  -0.678

[3]
C3H14N4 | the ωB97M-V functional and the def2-TZVPD basis

Properties
SMILES string: [H]/N=N\[H].CNN.CC
HOMO energy (hartree): -0.2741
LUMO (eV): 0.24
Electronic energy (eV): -9294.2859
HOMO-LUMO gap (Eh): 0.283

Last column: Mulliken charge in e.
Cartesian coordinates (Å):
H (-0.85868, 1.04988, 2.42802)  0.229
N (-1.39846, 0.56275, 1.68751)  -0.151
N (-1.47614, -0.67425, 1.77659)  -0.347
H (-0.94955, -1.13102, 2.54840)  0.222
C (-1.22221, -0.66292, -1.52934)  -0.870
N (-0.49312, -1.46627, -0.57259)  -0.334
N (0.77043, -2.01461, -0.93101)  -0.568
H (-1.92207, -0.02243, -0.99493)  0.282
H (-1.76515, -1.30260, -2.23446)  0.285
H (-0.53492, -0.02828, -2.10430)  0.274
H (-0.76569, -1.38352, 0.43519)  0.490
H (0.66229, -3.01727, -1.06388)  0.227
H (1.08280, -1.61222, -1.80743)  0.219
C (1.30699, 0.79938, 0.60403)  -0.291
C (0.89179, 2.14848, 0.03585)  -0.903
H (1.47600, 0.86378, 1.67939)  0.282
H (2.26977, 0.49015, 0.19464)  0.335
H (0.58739, -0.06748, 0.19780)  -0.229
H (-0.07132, 2.45716, 0.44206)  0.261
H (1.62938, 2.92221, 0.25575)  0.347
H (0.78048, 2.08907, -1.04730)  0.239

In the order shown, the computed ΔE to the lowest compared entry with this formula, charge and spin values come out to 53.4; 64.2; 84.0 kcal per mole.